# C32H54ClN2O17P2S

9 unconnected molecules or ions with the total composition C32H54ClN2O17P2S at a distorted geometry (ωB97M-V/def2-TZVPD, the OMol25 dataset).

Last column: Löwdin charge in e.
Atoms and positions in Å:
C  4.01413  -0.61535  4.34404  -0.1561
H  -2.37442  -2.89023  -8.33705  0.1254
C  0.42985  6.19334  -4.02865  -0.4708
O  0.51993  0.84147  2.87265  0.1342
H  2.23044  -1.99909  0.84936  0.1255
H  4.74430  -0.07002  3.74169  0.1286
O  -7.80217  1.85769  1.96466  0.0173
O  2.32609  10.62993  -1.29078  0.1360
C  2.11531  9.54946  0.89063  -0.0671
C  0.68852  7.89007  -0.02828  -0.1505
O  0.19122  -4.90648  2.75820  -0.0070
H  -0.60305  -1.42072  -0.12304  0.1211
P  -4.45258  2.15525  -2.45189  0.2606
H  2.56915  7.44213  0.92218  0.1181
O  1.12505  8.75565  -1.09416  -0.0250
O  0.42473  0.14358  0.74691  -0.0276
H  -2.22659  1.17562  -8.95456  0.1232
H  -1.71498  -0.59198  -6.91156  0.0843
H  -0.79129  3.74419  -4.22566  0.0449
C  0.77182  -1.54099  2.36795  -0.0613
H  0.71387  -6.07218  1.12877  0.1200
H  1.35409  -6.66427  5.14272  0.1259
H  1.96345  7.53240  -3.41997  0.1423
H  -4.08351  2.78815  -1.26448  -0.0132
H  0.59684  2.03704  -2.10188  0.0750
H  1.45763  10.23814  1.42228  0.1345
H  4.96622  -8.43676  6.29792  0.1186
H  4.43904  0.69854  6.04662  0.1165
S  -6.00803  1.07141  -2.37254  0.2797
H  -0.31818  8.19097  0.26844  0.1285
H  2.01750  -7.02132  2.89107  0.1017
H  -2.78193  0.45390  -2.16052  0.0733
H  0.32208  8.15144  -3.15228  0.1162
C  -7.92964  1.28069  0.65816  -0.1941
C  1.91451  9.75077  -0.59890  -0.4780
C  0.56828  -6.54402  4.40276  -0.0604
C  1.70695  8.08875  1.08926  -0.1474
H  3.23223  -0.54842  6.34823  0.1216
O  -8.80431  1.63652  3.95476  0.1383
H  -3.21020  -0.71028  -7.84732  0.1154
H  -0.58094  0.54737  -8.76196  0.1268
H  3.14776  9.74380  1.16390  0.1277
H  -9.50200  -0.71894  2.75889  0.1263
H  0.94116  -1.00274  -0.89296  0.1159
C  1.13265  6.88896  -6.08883  -0.1245
H  -10.41334  0.51402  1.85482  0.1328
H  -0.04116  8.58252  -5.46573  0.1232
H  6.48678  -8.90173  5.54058  0.1165
C  5.03915  -7.94198  4.20370  -0.1399
C  -2.12085  -0.75192  -7.91086  -0.1719
O  0.50180  5.83554  -5.31519  0.0285
H  -0.67799  -2.35393  -8.28157  0.1317
O  3.74778  -8.42064  3.77120  -0.0076
C  -8.67391  1.26813  2.83004  -0.4823
H  5.37981  -10.78066  4.38923  0.1323
Cl  -3.08510  0.52331  -4.42179  0.6581
C  5.22505  -1.36479  6.23362  -0.0682
H  0.65569  6.86774  -0.39944  0.1184
H  3.01541  -0.38842  3.97951  0.1006
H  5.10077  -1.72694  7.24948  0.1258
H  4.95545  -6.89127  4.47102  0.1232
H  -0.52302  1.41452  -1.06306  0.0331
C  -9.41848  0.15204  2.11647  -0.0698
O  4.25716  -2.02394  4.19313  0.0141
O  5.37977  -3.61604  5.29055  0.1188
C  -1.62438  0.27046  -8.92933  -0.1623
H  0.87394  -3.12166  0.83835  0.1076
H  0.65970  6.93723  -7.06505  0.1281
C  -8.54956  -0.09516  0.88282  -0.1538
H  -9.09480  -0.46625  0.01737  0.1146
C  0.43317  -1.12126  0.06188  -0.1805
H  -4.38725  3.13445  -3.44840  0.0000
C  1.15212  -2.08226  0.99190  -0.1376
O  0.01158  5.42549  -3.19053  0.0582
H  -6.94660  1.22898  0.19858  0.0465
H  4.40279  -10.71736  5.87590  0.1259
H  5.73736  -8.04024  3.37055  0.1272
H  2.18375  6.63028  -6.21887  0.1311
H  1.30657  7.86566  2.07532  0.1174
C  4.74081  -10.15326  5.01200  -0.0698
H  -8.56955  1.92759  0.05243  0.1268
N  -0.29048  1.54238  -2.05034  -0.1190
H  -0.82569  -6.49229  1.90224  0.1250
O  -1.72330  -0.38586  -10.19813  0.0269
H  0.68251  -8.16224  2.90579  0.1199
O  0.29067  -4.15785  4.85700  0.1196
C  0.57564  -0.06162  2.09731  -0.4687
C  0.35197  -5.07829  4.09629  -0.4811
C  0.93620  8.14790  -5.25499  -0.1287
C  3.55715  -9.70034  4.17841  -0.4849
C  0.94510  -7.11543  3.03801  -0.1490
C  4.98867  -2.48890  5.23779  -0.4841
P  -1.49044  2.50812  -2.69540  0.7689
H  -7.76870  -0.81784  1.12382  0.1173
O  -1.03911  2.78856  -4.18527  -0.2637
H  6.24082  -0.99157  6.09658  0.1313
O  2.58850  -10.32665  3.86644  0.1225
C  -1.69546  -2.07134  -8.55368  -0.0709
H  -0.36491  -6.96084  4.78462  0.1351
C  0.20574  -6.18336  2.08420  -0.1457
C  -1.72168  -1.73718  -10.03754  -0.4819
H  -0.16670  -1.96351  2.72851  0.1360
C  0.95420  7.59236  -3.82757  -0.0643
H  1.55709  -1.70431  3.09842  0.1085
N  -2.90402  1.22747  -2.82467  -0.7845
C  4.16805  -0.33251  5.83240  -0.1434
H  1.68864  8.90828  -5.44500  0.1253
C  5.41313  -8.83035  5.38452  -0.1474
O  -1.71493  -2.49452  -10.95517  0.1435

Computed properties:
Strongest force on any atom   2.4 eV/Å
Total energy   -113778.2820 eV
2S+1   1
Total charge   +1
HOMO-LUMO gap   0.2657 Ha
ΔE to the lowest compared entry with this formula, charge and spin   0.0 kcal/mol